Computed, not measured: 8 unconnected molecules or ions with the total composition C57H65FN8O18P, with wB97M-V/def2-TZVPD.

XYZ file:
```
150
Properties=species:S:1:pos:R:3
C -0.24701 2.47028 -1.55656
C 0.51997 1.16843 -1.26333
O -0.19772 -0.03295 -1.59367
P -1.27278 -0.52871 -0.47567
O -1.78233 -1.86965 -0.86105
C -0.49905 -0.62238 1.19351
C -1.01230 0.56050 2.04730
C -0.48171 0.55176 3.50159
F -0.94590 -0.63472 4.05932
C 1.05699 0.54810 3.43395
C 1.83516 1.24540 4.58326
C 2.92255 2.20032 4.00610
C 2.63211 0.13267 5.33579
N 0.97744 1.90197 5.58815
O 0.54933 1.07132 6.48108
C -0.16058 2.65526 5.03113
C 0.24704 3.89269 4.19644
C -0.97273 3.19441 6.24430
C -1.13165 1.77051 4.20813
O -2.43425 0.61174 -0.44917
C -3.75811 0.13733 -0.76232
C -4.59482 1.38445 -1.07693
H -0.71453 2.84377 -0.64178
H -0.99151 2.35083 -2.34027
H 0.48662 3.22948 -1.84105
H 1.41222 1.16447 -1.89398
H 0.88175 1.17096 -0.22921
H -0.79545 -1.57030 1.63050
H 0.57753 -0.51503 1.05384
H -2.10091 0.45803 2.13485
H -0.84090 1.53009 1.57453
H 1.36449 -0.50104 3.41893
H 1.41088 0.95718 2.48405
H 2.50459 2.68163 3.11466
H 3.81531 1.65810 3.71322
H 3.11583 3.00798 4.71263
H 3.49974 -0.12832 4.72685
H 3.00318 0.53095 6.28066
H 2.02759 -0.76051 5.47568
H -0.49881 4.67965 4.26289
H 0.39714 3.58071 3.15743
H 1.19685 4.30576 4.54359
H -1.68161 3.92736 5.84457
H -1.56017 2.41833 6.72566
H -0.33169 3.72930 6.94605
H -1.58630 2.39447 3.44022
H -1.89658 1.38143 4.88071
H -4.21170 -0.38982 0.07825
H -3.76976 -0.48209 -1.65596
H -4.50167 2.09046 -0.24584
H -5.64622 1.10946 -1.13202
H -4.25600 1.85845 -1.99851
C 1.77544 -1.18308 -6.95709
C 2.16534 -0.07684 -7.70166
C 2.68464 1.03961 -7.06698
C 2.81023 1.02771 -5.68759
C 2.41977 -0.06477 -4.93069
C 1.89813 -1.17541 -5.57359
N 3.37828 2.19814 -5.01480
O 3.68989 3.14792 -5.70549
O 3.50764 2.14868 -3.80288
H 1.37370 -2.05621 -7.45633
H 2.06649 -0.08583 -8.77822
H 2.98672 1.90065 -7.64434
H 2.51665 -0.06115 -3.85490
H 1.58924 -2.03670 -4.99708
C -2.91809 -4.45610 3.78719
C -3.08413 -3.08193 3.67342
C -4.35400 -2.52992 3.72933
C -5.44293 -3.36721 3.90219
C -5.29433 -4.73927 4.01220
C -4.02132 -5.28337 3.95362
N -6.78889 -2.78592 3.97913
O -6.89259 -1.58176 3.85871
O -7.72339 -3.54522 4.15600
H -1.92475 -4.88374 3.74601
H -2.22615 -2.43920 3.54159
H -4.48504 -1.46156 3.63862
H -6.15328 -5.38070 4.14297
H -3.88943 -6.35329 4.03941
C -7.12108 -5.89685 -0.67529
C -7.39738 -5.08941 0.42062
C -7.23449 -3.71669 0.32951
C -6.79854 -3.17173 -0.86645
C -6.51241 -3.96220 -1.96571
C -6.67575 -5.33444 -1.86471
N -6.64537 -1.71749 -0.97017
O -6.88093 -1.05384 0.02162
O -6.28970 -1.25184 -2.03674
H -7.25388 -6.96847 -0.60235
H -7.74265 -5.52908 1.34633
H -7.44891 -3.08685 1.18086
H -6.16751 -3.52298 -2.88995
H -6.45793 -5.96554 -2.71515
C 3.86363 5.17796 -3.11068
C 4.86917 4.79416 -2.23285
C 5.17586 5.58301 -1.13530
C 4.46233 6.75230 -0.92844
C 3.46151 7.15439 -1.79658
C 3.16460 6.35946 -2.89321
N 4.76676 7.57851 0.24532
O 5.66291 7.21031 0.98055
O 4.10326 8.58274 0.41945
H 3.62871 4.55624 -3.95198
H 5.41174 3.87458 -2.40447
H 5.95777 5.28392 -0.45293
H 2.91583 8.07067 -1.62600
H 2.38306 6.65914 -3.57853
C 5.88370 -6.46589 -5.91005
C 4.75338 -6.35265 -5.11105
C 3.58931 -5.80705 -5.62799
C 3.57533 -5.38431 -6.94629
C 4.69491 -5.48431 -7.75418
C 5.85531 -6.02899 -7.22809
N 2.33901 -4.82511 -7.50402
O 1.37728 -4.73030 -6.76538
O 2.34473 -4.48723 -8.67134
H 6.78964 -6.89693 -5.50438
H 4.77815 -6.69208 -4.08480
H 2.70961 -5.71809 -5.00787
H 4.67044 -5.14634 -8.77953
H 6.73735 -6.11556 -7.84737
C 5.21970 -2.69121 9.97935
C 6.41972 -2.18942 9.49240
C 6.60707 -2.03926 8.12770
C 5.58186 -2.39337 7.26763
C 4.38223 -2.90064 7.73620
C 4.20429 -3.04951 9.10237
N 5.76643 -2.21438 5.82266
O 6.83405 -1.78011 5.43750
O 4.83625 -2.50404 5.09525
H 5.07484 -2.80203 11.04607
H 7.20933 -1.91194 10.17697
H 7.53933 -1.64895 7.74738
H 3.59227 -3.17535 7.05310
H 3.27156 -3.44168 9.48341
C -5.39732 4.47467 -4.73059
C -5.21068 3.88469 -5.97422
C -3.93407 3.75703 -6.49904
C -2.85730 4.22238 -5.76391
C -3.02716 4.82058 -4.52762
C -4.30711 4.94631 -4.01137
N -1.49962 4.06674 -6.30222
O -1.38104 3.55514 -7.39783
O -0.57229 4.45476 -5.61744
H -6.39454 4.56506 -4.32019
H -6.06052 3.51906 -6.53378
H -3.78780 3.29679 -7.46488
H -2.17834 5.18279 -3.96659
H -4.45332 5.40674 -3.04397
```

As for the charge: 0. As for the expectation value of S²: 0.754. For the LUMO energy (alpha / beta), the calculation gives -0.0253 / -0.0253 hartree. The spin multiplicity is 2. The calculation puts the energy at -4443.9799 a.u. For the HOMO-LUMO gap (alpha / beta), the calculation gives 8.131 / 9.006 eV.

Computed, not measured: a molecular structure, C8H21F3MgO4P2S, with wB97M-V/def2-TZVPD.

XYZ file:
```
40
Properties=species:S:1:pos:R:3
Mg -0.22749 0.07268 0.19921
H 3.03497 -1.11727 -3.40033
H 2.87636 -1.84754 -3.22819
P 0.33954 2.04445 -1.74883
P -2.05957 -1.72289 0.52842
C -2.56379 -1.68675 2.30211
H -3.14129 -2.59297 2.53919
H -1.67935 -1.60090 2.94926
H -3.17893 -0.79300 2.48147
C -3.62341 -2.29670 -0.27967
H -3.43559 -2.63715 -1.30551
H -4.07004 -3.11970 0.29222
H -4.36206 -1.49329 -0.36679
C -1.09133 -3.31749 0.46135
H -0.12995 -3.19853 0.99580
H -1.65624 -4.16620 0.89472
H -0.85098 -3.52592 -0.59849
C -0.77895 2.72157 -3.06586
H -0.27367 3.54890 -3.58018
H -1.04895 1.93657 -3.78082
H -1.71990 3.06840 -2.62776
C 0.87834 3.66853 -1.05117
H 1.68807 3.51597 -0.32593
H 1.20060 4.34051 -1.86214
H 0.05116 4.12574 -0.49826
C 1.80971 1.78266 -2.85593
H 1.59273 0.91485 -3.49329
H 2.07803 2.66383 -3.46704
H 2.66741 1.46885 -2.24538
C -0.43783 1.74122 1.79714
O 0.09248 2.16033 2.77108
H -1.16791 2.12924 0.98458
F 3.98069 -0.76311 3.54453
C 2.63450 -0.88663 3.41165
F 2.27049 -2.07468 3.91571
F 2.04028 0.08592 4.12185
S 2.18763 -0.81306 1.61756
O 2.23878 0.62570 1.32718
O 3.10048 -1.75965 1.04292
O 0.73501 -1.20247 1.60362
```

As for the charge: 0. For the LUMO energy, the calculation gives -0.0142 hartree. The calculation puts the energy at -2198.8994 a.u. For the HOMO-LUMO gap, the calculation gives 5.321 eV.

Computed, not measured: C3H5FOS in the gas phase, with wB97M-V/def2-TZVPD.

XYZ file:
```
11
Properties=species:S:1:pos:R:3
C -1.46299 1.73233 0.28464
C -0.87887 0.77454 -0.36487
S 0.75067 0.22806 -0.28992
C 0.42410 -1.59599 -0.11441
O 1.57005 0.46105 -1.43923
F 1.88574 -0.01664 1.07606
H -2.32824 2.17480 -0.10394
H -1.05584 2.05126 1.26006
H -0.46270 -1.89523 -0.86429
H 0.21489 -1.81752 0.85243
H 1.34320 -2.09666 -0.29652
```

Its structure (SMILES) is C=C=[S@@](C)(=O)F. As for the charge: 0. For the LUMO energy (alpha / beta), the calculation gives -0.0198 / -0.0198 hartree. The calculation puts the energy at -690.4260 a.u. For the HOMO-LUMO gap (alpha / beta), the calculation gives 9.038 / 9.037 eV.

Computed, not measured: 2 unconnected molecules or ions with the total composition C9H14BrF9N3O3P, with wB97M-V/def2-TZVPD.

XYZ file:
```
40
Properties=species:S:1:pos:R:3
C 3.39846 0.94619 -0.87007
N 2.06535 1.49146 -0.60559
C 1.00369 0.78491 -0.85614
N 1.20635 -0.48291 -1.40815
Br 1.16966 -0.24419 -3.33014
N -0.28408 1.37678 -0.60938
C -0.94916 0.79230 0.53417
F -0.21926 -0.25350 0.89812
F -0.92449 1.65476 1.57072
C -2.39814 0.29499 0.26736
F -2.35306 -0.57325 -0.75007
F -2.75928 -0.39000 1.36184
C -3.49125 1.38548 0.07757
F -3.52514 2.26056 1.08066
F -4.66586 0.73030 0.07875
C -3.45383 2.18070 -1.25932
F -3.36086 1.39790 -2.32125
F -2.49067 3.10875 -1.25560
F -4.61101 2.84168 -1.35240
P 2.04659 3.17156 0.07617
O 1.44802 3.05202 1.59609
O 1.00563 4.03412 -0.85213
H 4.11522 1.57866 -0.34054
H 3.64169 1.01994 -1.93216
H 3.48771 -0.07441 -0.49368
H 0.41265 -1.09550 -1.20315
H -0.83889 1.26737 -1.45732
H 0.57680 3.47420 1.65311
H 0.14111 3.58485 -0.88849
C 0.45713 -4.59199 0.56871
C 1.52594 -3.50830 0.80645
C 1.08698 -2.63719 1.98788
O 1.61518 -2.69556 -0.29386
H -0.51518 -4.14621 0.34193
H 0.74095 -5.23892 -0.26307
H 0.33384 -5.22855 1.45571
H 2.43978 -4.04884 1.13618
H 0.14004 -2.16223 1.74553
H 1.83204 -1.86091 2.18208
H 0.94935 -3.19702 2.92349
```

As for the charge: 0. For the LUMO energy, the calculation gives -0.0786 hartree. The calculation puts the energy at -4555.3761 a.u. For the HOMO-LUMO gap, the calculation gives 3.984 eV.

| no. | largest force on an atom (eV/A) |
| --- | --- |
| 1 | 2.567 |
| 2 | 5.314 |
| 3 | 4.921 |
| 4 | 3.064 |